(1)
Here is a cluster of 9 separate species, C36H51F21O20 in total in a non-equilibrium geometry from the OMol25 dataset. Energies are from ωB97M-V/def2-TZVPD.

Results
LUMO level   0.408 eV
Spin multiplicity   1
Total energy   -5004.4653 Ha
Orbital gap   11.053 eV
ΔE to the lowest compared entry with this formula, charge and spin   28.7 kcal/mol
SMILES   CCOC(=O)C(F)(F)F.CCOC(=O)C(F)(F)F.CCOC(=O)C(F)(F)F.CCOC(=O)C(F)(F)F.CCOC(=O)C(F)(F)F.CCOC(=O)C(F)(F)F.CCOC(=O)C(F)(F)F.CCOC(=O)OC.CCOC(=O)OC

Positions of all 128 atoms, in Å:
C1 -0.7163 0.8213 -0.1700
C2 -1.9701 0.4633 0.6018
O1 -1.6765 -0.3751 1.7315
C3 -1.4062 -1.6301 1.5293
O2 -1.2747 -2.1687 0.4874
C4 -1.2613 -2.4193 2.8350
F1 -1.6271 -1.7671 3.9223
F2 -1.9497 -3.5530 2.8094
F3 0.0363 -2.7316 2.9678
H1 -0.1988 -0.0188 -0.6261
H2 -0.0172 1.2396 0.5645
H3 -0.8799 1.6004 -0.9042
H4 -2.5560 -0.1529 -0.0864
H5 -2.6254 1.2828 0.8681
C5 -3.8560 -0.9961 -9.2325
C6 -4.7128 -0.2787 -8.2077
O3 -4.1722 -0.6119 -6.9049
C7 -4.2207 0.3034 -5.9649
O4 -4.7226 1.3750 -6.0679
C8 -3.6032 -0.2005 -4.6536
F4 -2.6578 0.6593 -4.2441
F5 -4.5555 -0.1856 -3.7045
F6 -3.0919 -1.4009 -4.7400
H6 -3.9850 -0.5564 -10.2215
H7 -4.0808 -2.0594 -9.2932
H8 -2.8079 -0.8767 -8.9574
H9 -5.7417 -0.6325 -8.2086
H10 -4.6356 0.7975 -8.3401
C9 1.9840 0.0094 -4.4859
C10 1.6180 -0.3776 -3.0577
O5 1.3176 -1.7592 -3.0128
C11 0.0836 -2.1869 -3.1586
O6 -0.8119 -1.5597 -3.6098
C12 0.0096 -3.7082 -2.9442
F7 0.6793 -4.3453 -3.9058
F8 0.5414 -4.0368 -1.7634
F9 -1.2473 -4.1163 -2.9483
H11 2.8333 -0.5758 -4.8284
H12 2.1932 1.0760 -4.5895
H13 1.0871 -0.1123 -5.0971
H14 0.8540 0.3226 -2.7151
H15 2.4539 -0.1553 -2.3938
C13 1.1298 6.7408 3.2558
C14 0.7674 5.5598 2.3832
O7 -0.3974 4.9263 2.8963
C15 -1.0481 4.0743 2.1741
O8 -0.7767 3.7019 1.0787
C16 -2.2267 3.4578 2.9427
F10 -2.6998 4.3276 3.8550
F11 -3.2365 3.1505 2.1261
F12 -1.8217 2.3640 3.5544
H16 1.1950 6.4308 4.2991
H17 0.2859 7.4350 3.2382
H18 2.0397 7.2024 2.8906
H19 1.5957 4.8496 2.3325
H20 0.6439 5.9033 1.3598
C17 6.8399 -4.9369 1.6222
C18 5.8479 -4.0890 2.4086
O9 4.5035 -4.5598 2.1987
C19 3.8729 -4.2600 1.0752
O10 4.3946 -3.8265 0.0847
C20 2.3444 -4.4927 1.1297
F13 1.7705 -3.3547 0.7537
F14 1.9794 -5.5128 0.3263
F15 1.9522 -4.8046 2.3810
H21 6.6976 -4.8065 0.5500
H22 6.6399 -5.9850 1.8458
H23 7.8772 -4.6847 1.8359
H24 5.8910 -3.0207 2.2092
H25 6.0690 -4.3179 3.4502
C21 -0.6854 7.9556 -2.4308
C22 0.2552 7.2640 -1.4707
O11 0.6874 6.0129 -2.0286
C23 1.6280 5.3599 -1.4137
O12 2.1709 5.6800 -0.4028
C24 1.9383 4.0289 -2.1220
F16 1.9168 3.0234 -1.2654
F17 1.0476 3.7897 -3.1118
F18 3.1391 4.1508 -2.7186
H26 -0.6408 9.0187 -2.1905
H27 -1.7181 7.6120 -2.4058
H28 -0.3574 7.8540 -3.4667
H29 -0.1846 7.1641 -0.4797
H30 1.1617 7.8699 -1.4021
C25 -1.4252 -6.4138 4.5481
C26 -0.2244 -7.2615 4.9460
O13 -0.0047 -7.0902 6.3520
C27 1.2388 -7.0167 6.7699
O14 2.2147 -6.9755 6.1052
C28 1.3579 -7.1937 8.2953
F19 1.9778 -6.1394 8.8439
F20 0.1888 -7.3840 8.9066
F21 2.1290 -8.2757 8.5260
H31 -1.3108 -5.4393 5.0122
H32 -2.3313 -6.9290 4.8771
H33 -1.5516 -6.4151 3.4657
H34 0.6311 -7.0231 4.3154
H35 -0.4195 -8.3191 4.7481
C29 3.3088 -2.6018 4.4981
C30 2.4272 -3.1315 5.6032
O15 1.3000 -2.2327 5.7284
C31 0.2963 -2.6371 6.4931
O16 0.2801 -3.6510 7.1325
O17 -0.6462 -1.7081 6.4657
C32 -1.8246 -2.0131 7.1776
H36 4.2367 -3.1685 4.4271
H37 3.5947 -1.5682 4.6837
H38 2.8348 -2.7031 3.5224
H39 2.9827 -2.9482 6.5322
H40 2.1837 -4.1887 5.5733
H41 -1.7165 -1.7789 8.2381
H42 -2.1832 -3.0332 7.0435
H43 -2.6365 -1.3798 6.8176
C33 -2.1930 3.9067 -3.1998
C34 -3.1671 4.3836 -4.2636
O18 -2.7632 5.6277 -4.8609
C35 -1.8018 5.5644 -5.7683
O19 -1.1371 4.6030 -6.0321
O20 -1.6900 6.7622 -6.3258
C36 -0.6877 6.8847 -7.3176
H44 -1.9998 4.7158 -2.4980
H45 -1.3131 3.5746 -3.7447
H46 -2.6246 3.0467 -2.6925
H47 -4.1606 4.5981 -3.8677
H48 -3.3319 3.6123 -5.0198
H49 -0.5531 7.9216 -7.5962
H50 -0.8641 6.2428 -8.1809
H51 0.2599 6.5174 -6.9074

---

(2)
Here is a cluster of 2 separate species, C2H8N2S2 in total in a non-equilibrium geometry from the OMol25 dataset. Energies are from ωB97M-V/def2-TZVPD.

Results
LUMO level (spin up / spin down)   0.158 / 0.140 eV
Spin multiplicity   1
Total energy   -986.7378 Ha
Orbital gap (spin up / spin down)   8.229 / 8.229 eV
ΔE to the lowest compared entry with this formula, charge and spin   90.9 kcal/mol

Positions of all 14 atoms, in Å:
C1 -1.4068 -0.8331 1.1254
C2 0.0890 0.9938 0.7968
N1 0.7668 -0.9761 -0.0466
N2 -0.2118 -0.2984 0.4917
S1 -1.2977 2.2140 0.8737
S2 1.9369 0.6213 -2.5511
H1 -2.2750 -0.0790 0.9449
H2 -1.6422 -1.9130 0.7254
H3 -1.3601 -0.8456 2.2066
H4 0.9355 1.3851 0.2345
H5 0.7412 -2.0709 -0.0642
H6 2.3080 0.1086 -1.3801
H7 -1.3520 2.2833 2.2001
H8 1.4204 -0.4046 -2.9458